[1]
46
Properties=species:S:1:pos:R:3:forces:R:3:mulliken_charge:R:1 method="wB97M-V/def2-TZVPD" charge=+2 gap_ev=9.9 e_homo_ev=-15.58 lumo_energy_ha=-0.209
Sr -0.21612 0.07228 -0.05546 -1.2 0.0 1.0 1.45
S -1.14850 -2.65780 -0.66004 0.5 -0.2 -0.3 0.00
S -1.26806 2.74122 -0.70446 0.6 0.1 -0.3 -0.03
C 0.50829 -3.44406 -0.53996 -0.2 -0.2 0.1 -0.90
C -1.25297 -2.44593 -2.47591 -0.2 0.0 0.2 -0.77
C -0.54369 -1.21442 -3.01166 -0.1 -0.2 -0.3 -0.55
N -1.09912 0.00089 -2.40519 -1.1 0.0 -0.5 -0.22
C -0.59173 1.22986 -3.02686 -0.2 0.3 -0.2 -0.52
C -1.33699 2.45373 -2.51344 -0.3 0.0 0.2 -0.78
H -2.32671 -2.39389 -2.69164 0.2 -0.1 -0.1 0.42
H -0.86184 -3.35185 -2.93230 -0.1 0.0 -0.1 0.47
H -0.65005 -1.19342 -4.11140 0.1 0.0 0.3 0.42
H 0.53458 -1.26399 -2.78493 -0.2 0.0 -0.1 0.28
H -0.70949 1.19329 -4.12188 0.2 0.0 0.2 0.42
H 0.48553 1.32249 -2.81813 -0.1 -0.1 -0.1 0.23
H -2.40856 2.36109 -2.73088 0.2 0.1 -0.1 0.40
H -0.97354 3.36096 -2.99417 -0.1 0.0 -0.1 0.48
C 0.41448 3.47629 -0.56569 -0.2 0.3 0.2 -0.82
H -2.13619 -0.01686 -2.50926 1.0 0.0 0.0 0.17
H 1.10271 3.11365 -1.33991 -0.3 0.0 0.2 0.24
H 0.81789 3.24764 0.43134 -0.1 0.1 -0.3 0.30
H 0.29597 4.56247 -0.65226 0.2 -0.3 0.0 0.39
H 0.91617 -3.24461 0.45958 -0.1 -0.1 -0.2 0.30
H 1.20501 -3.08234 -1.30557 -0.2 0.0 0.1 0.27
H 0.36018 -4.52447 -0.65267 0.2 0.3 0.0 0.41
C -4.01229 -0.03599 0.91195 0.6 0.0 0.3 -0.49
C -3.50144 -0.00989 2.15614 0.4 0.0 -0.9 -0.58
H -4.17852 -0.98237 0.38512 -0.1 0.3 0.3 0.28
H -4.25532 0.88426 0.36738 -0.1 -0.3 0.3 0.27
H -3.19646 -0.93208 2.66187 -0.4 0.3 -0.1 0.30
H -3.29371 0.93536 2.66811 -0.3 -0.3 -0.1 0.29
O 2.10040 0.33906 -0.27352 0.9 -0.2 -0.7 -0.45
C 2.87646 -0.47053 0.68428 -0.1 0.2 -0.5 -0.62
C 2.32254 -0.22012 2.07170 0.4 0.7 1.1 0.49
C 3.20532 -0.18119 3.16082 -0.2 -0.4 -0.6 -0.76
C 2.71758 0.08108 4.43178 -0.8 0.4 0.0 -0.35
C 1.34701 0.35533 4.57836 -0.4 -0.3 -0.4 -0.68
C 0.51237 0.28257 3.45522 0.8 0.0 -0.1 -0.39
N 1.01075 0.01588 2.22284 -0.1 -0.2 0.1 0.05
H 2.59460 0.53344 -1.10123 0.0 -0.3 1.0 0.16
H 2.78837 -1.55055 0.42935 0.2 0.7 0.0 0.23
H 3.90679 -0.11096 0.58282 -0.2 -0.5 0.4 0.49
H 4.25229 -0.39793 2.96604 -0.1 0.1 0.3 0.43
H 3.36829 0.12108 5.30084 0.0 -0.1 -0.2 0.44
H 0.89424 0.58204 5.54324 0.3 0.0 -0.2 0.43
H -0.57652 0.45926 3.50966 0.7 -0.1 0.1 0.42

[2]
14
Properties=species:S:1:pos:R:3:forces:R:3:mulliken_charge:R:1 method="wB97M-V/def2-TZVPD" e_above_lowest_kcal_mol=127.1 charge=0 gap_ev="8.3 / 8.3" e_homo_ev="-8.62 / -8.62" lumo_energy_ha="-0.011 / -0.011"
C -0.23076 0.57171 -1.42431 -3.7 -0.1 -1.1 -1.28
C 1.07859 0.54332 0.82272 2.4 2.4 -1.5 -1.23
C 0.30476 -0.11338 -0.27345 -1.3 -2.5 2.1 0.98
N -1.56032 -0.49282 0.81179 2.2 1.3 -2.2 0.64
O -2.56315 0.04140 0.42021 -0.5 0.2 -0.2 -0.57
O -1.45047 -1.27746 1.69054 0.0 -1.1 1.5 -0.51
S 0.74109 -1.77746 -0.62878 0.3 -0.7 0.7 -0.20
H 0.14329 0.31488 -2.41388 0.2 -0.2 0.2 0.37
H -0.12550 1.59025 -1.24514 0.4 2.0 -0.1 0.35
H -1.45715 0.49386 -1.48877 2.9 -0.2 0.4 0.28
H 0.71325 0.34907 1.82316 0.5 -0.6 0.1 0.35
H 1.03719 1.66997 0.70164 -0.4 -1.1 0.1 0.36
H 2.24264 0.39363 0.58762 -2.5 -0.3 1.1 0.29
H 1.12655 -2.30697 0.61665 -0.5 1.0 -1.1 0.17

[3]
52
Properties=species:S:1:pos:R:3:forces:R:3:mulliken_charge:R:1 method="wB97M-V/def2-TZVPD" e_above_lowest_kcal_mol=9.1 charge=0 gap_ev=9.5 e_homo_ev=-9.04 lumo_energy_ha=0.017
C 1.43605 -1.73204 -3.56226 0.0 0.0 0.0 -1.62
C 0.48572 -2.54398 -2.74890 0.0 0.0 0.0 1.11
N -0.54081 -3.20666 -3.22970 0.0 0.0 0.0 -0.53
C -1.13693 -3.81121 -2.14719 0.1 -0.1 0.0 -0.95
C -0.45644 -3.51274 -1.00754 0.0 0.0 0.0 -0.20
N 0.58893 -2.70232 -1.39687 0.0 0.0 0.0 0.29
C 1.50970 -2.02269 -0.49266 0.0 0.0 0.0 0.40
C 2.21761 -2.98808 0.44006 0.0 0.0 0.0 -1.61
C 0.77919 -0.91377 0.29264 -0.2 -0.1 0.0 0.18
O 1.01701 -0.70266 1.46526 0.1 0.1 0.0 -0.68
N -0.12066 -0.21629 -0.43825 0.0 0.0 0.0 0.01
C -0.98294 0.80998 0.12534 0.0 0.0 0.0 -1.58
C -2.39803 0.31620 0.43036 0.0 0.0 0.0 0.51
C -2.44666 -0.69392 1.57176 0.0 0.0 0.0 -0.57
C -3.88395 -1.14839 1.80507 0.0 0.0 0.0 -0.95
C -4.49950 -1.67548 0.52130 -0.3 0.2 0.1 -0.49
N -4.43169 -0.65304 -0.54165 0.5 -0.5 -0.1 0.12
C -5.20009 -0.97948 -1.66142 -0.2 0.8 -0.2 0.04
O -6.40355 -0.98257 -1.65953 0.0 -0.5 0.1 -0.59
C -4.45642 -1.30370 -2.94478 0.0 0.0 0.0 0.89
N -4.10831 -0.31050 -3.77024 0.0 0.0 0.0 -0.65
C -3.45936 -0.68512 -4.85496 0.0 0.0 0.0 0.23
O -3.09743 0.30001 -5.68936 0.0 0.0 0.0 -0.51
N -3.11386 -1.92261 -5.20804 0.0 0.0 0.0 -0.57
C -3.45406 -2.89287 -4.38251 0.0 0.0 0.0 0.11
O -3.13243 -4.15109 -4.66502 0.0 0.0 0.0 -0.46
C -4.15611 -2.61203 -3.21240 0.0 0.0 0.0 1.00
F -4.49066 -3.59547 -2.35896 0.0 0.0 0.0 -0.46
C -3.04016 -0.28087 -0.81771 0.0 0.0 0.0 -1.28
H 1.10560 -1.77203 -4.59688 0.0 0.0 0.0 0.41
H 1.46389 -0.68580 -3.24895 0.0 0.0 0.0 0.35
H 2.45285 -2.12482 -3.50672 0.0 0.0 0.0 0.31
H -2.00823 -4.43516 -2.26047 0.0 0.0 0.0 0.57
H -0.60775 -3.79775 0.01931 0.0 0.0 0.0 0.44
H 2.24669 -1.52134 -1.12311 0.0 0.0 0.0 0.26
H 2.91989 -2.44250 1.06546 0.0 0.0 0.0 0.41
H 1.50793 -3.48300 1.10173 0.0 0.0 0.0 0.33
H 2.75074 -3.74139 -0.13850 0.0 0.0 0.0 0.44
H -0.31839 -0.54074 -1.37038 0.0 0.0 0.0 0.14
H -0.50386 1.16655 1.03597 0.0 0.0 0.0 0.56
H -1.02842 1.63880 -0.58460 0.0 0.0 0.0 0.50
H -2.98853 1.19368 0.71645 0.0 0.0 0.0 0.34
H -1.82708 -1.55944 1.30996 0.0 0.0 0.0 0.04
H -2.01894 -0.26420 2.47939 0.0 0.0 0.0 0.42
H -3.91957 -1.93371 2.56283 0.0 0.0 0.0 0.43
H -4.48424 -0.31039 2.16844 0.0 0.0 0.0 0.37
H -3.95729 -2.57511 0.19359 0.0 0.0 0.0 0.19
H -5.54529 -1.94188 0.66386 0.0 0.0 0.0 0.49
H -2.64730 -0.11297 -6.43723 0.0 0.0 0.0 0.38
H -2.49314 -4.13174 -5.39160 0.0 0.0 0.0 0.40
H -3.02752 0.44586 -1.63081 0.0 0.0 0.0 0.63
H -2.46334 -1.16534 -1.13466 0.0 0.0 0.0 0.39

[4]
19
Properties=species:S:1:pos:R:3:forces:R:3:mulliken_charge:R:1 method="wB97M-V/def2-TZVPD" e_above_lowest_kcal_mol=57.9 charge=0 gap_ev=9.4 e_homo_ev=-8.52 lumo_energy_ha=0.033
C -2.19081 -1.26551 0.33261 -0.1 0.0 0.0 -1.20
C -0.76712 -1.27879 -0.22041 0.0 -0.1 -0.1 -0.69
C 0.01869 -0.00193 0.12108 0.0 0.1 -0.1 0.89
C 1.48436 -0.11214 -0.32400 0.1 -0.1 -0.1 -0.69
C 2.32127 1.09756 0.08791 0.0 0.1 0.0 -1.21
C -0.61360 1.13106 -0.64949 0.0 -0.1 0.5 -0.80
O -1.08427 1.99930 0.22605 0.0 0.1 -0.4 -0.27
H -2.72223 -2.18987 0.08409 0.1 0.1 0.0 0.38
H -2.18608 -1.15820 1.42391 0.0 0.0 -0.2 0.31
H -2.76752 -0.42918 -0.07921 0.1 -0.1 0.1 0.28
H -0.21722 -2.13988 0.18173 -0.1 0.1 -0.1 0.37
H -0.79130 -1.39145 -1.31190 0.0 0.0 0.2 0.34
H -0.02123 0.16864 1.21125 0.0 0.0 -0.2 0.16
H 1.50933 -0.22725 -1.41515 0.0 0.0 0.1 0.33
H 1.90886 -1.02760 0.10910 -0.1 0.1 -0.1 0.37
H 3.36254 0.98838 -0.23251 -0.1 0.0 0.1 0.38
H 2.31178 1.22975 1.17660 0.0 0.0 -0.2 0.31
H 1.92996 2.01825 -0.36070 0.1 -0.1 0.1 0.28
H -1.49426 2.72465 -0.27146 0.1 -0.1 0.1 0.44

[5]
10
Properties=species:S:1:pos:R:3:forces:R:3:mulliken_spin:R:1 method="wB97M-V/def2-TZVPD" e_above_lowest_kcal_mol=22.6 charge=-1 gap_ev="3.7 / 6.2" e_homo_ev="-0.10 / -3.71" spin_multiplicity=3 lumo_energy_ha="0.132 / 0.092" s2=2.021
C 0.04227 -0.18370 0.16965 -0.6 -1.4 0.1 0.49
C -0.97489 0.77213 0.20326 -3.4 -0.4 -0.4 0.17
C 1.43222 0.03567 -0.09199 2.0 -1.2 1.4 0.00
N -2.42144 -0.12187 0.10771 1.8 8.6 1.5 0.18
N -2.20481 -1.26965 -0.10163 -0.5 -5.4 -1.1 0.27
S -0.64132 2.44395 0.28981 -0.8 -1.4 0.0 0.53
S -0.58672 -1.78409 -0.08366 1.6 -0.5 0.0 0.28
H 1.59493 -0.02321 -1.15819 0.4 0.4 -0.7 0.02
H 1.71406 1.01420 0.34876 0.3 -0.6 -0.5 0.01
H 2.04570 -0.88344 0.31629 -0.7 1.8 -0.4 0.04

[6]
140
Properties=species:S:1:pos:R:3:forces:R:3:mulliken_charge:R:1 method="wB97M-V/def2-TZVPD" charge=0 gap_ev=8.2 e_homo_ev=-7.73 lumo_energy_ha=0.017
N -14.69862 9.94021 -16.06982 0.3 -0.4 0.7 0.04
C -15.59639 9.47344 -15.11337 0.4 -0.7 -1.4 -0.81
C -15.19224 8.18946 -14.77061 -0.6 1.6 0.6 -0.73
C -13.93338 7.96894 -15.35844 0.5 0.1 -1.0 0.87
C -13.65179 9.04547 -16.19718 -1.0 -0.3 0.6 -1.47
H -14.77900 10.78174 -16.62251 0.0 -0.1 0.4 0.23
H -16.50089 10.00772 -14.86270 0.1 0.0 -0.1 0.42
H -15.81407 7.58041 -14.13125 0.4 -0.2 0.1 0.28
H -13.31202 7.09251 -15.24816 0.0 0.0 -0.1 0.38
H -12.87050 9.20618 -16.92530 0.1 0.0 0.3 0.80
N -7.25899 7.82920 -15.03076 -2.0 0.0 0.4 0.42
C -8.57592 7.98270 -14.58646 -0.3 -1.2 -1.7 -0.67
C -8.59300 8.56266 -13.36369 -0.6 0.4 -0.3 -0.57
C -7.28259 8.85169 -13.06288 2.5 0.1 0.0 -0.70
C -6.45005 8.35542 -14.10507 -0.2 0.9 2.0 -0.67
H -6.96701 7.40206 -15.89817 0.0 0.1 -0.1 0.05
H -9.41368 7.66169 -15.18772 0.1 0.0 -0.2 0.72
H -9.43908 8.85757 -12.76071 -0.1 -0.2 -0.2 0.57
H -7.04964 9.43413 -12.18373 0.7 -0.2 -0.1 0.43
H -5.37871 8.26035 -14.20298 -0.1 0.3 0.1 0.44
N -12.40254 4.20205 -22.60107 -1.5 3.3 1.5 0.10
C -12.29836 2.92175 -22.81267 1.3 -3.4 -2.7 -0.57
C -12.08663 2.24861 -21.64211 -0.4 -0.4 0.0 -1.16
C -12.25739 3.21061 -20.64569 -0.3 -0.5 1.4 0.10
C -12.52937 4.38840 -21.25240 0.6 1.4 0.8 -0.56
H -12.59203 4.99176 -23.20152 -0.1 -0.7 -0.4 0.22
H -12.30280 2.55259 -23.82761 0.1 -0.1 0.0 0.41
H -11.90333 1.20619 -21.42727 -0.1 0.0 -0.5 0.40
H -12.29375 2.95029 -19.59816 0.1 0.4 0.1 0.84
H -12.75484 5.35935 -20.83668 0.1 0.0 -0.1 0.22
N -15.75697 3.32970 -18.56426 -0.6 0.9 -0.4 -0.25
C -15.38020 2.17204 -19.04670 0.3 -1.7 -0.8 -0.45
C -15.49009 0.93737 -18.40784 -0.6 0.6 1.3 -0.43
C -16.12323 0.89078 -17.13143 1.1 1.3 -2.7 -0.07
C -16.66352 2.12382 -16.72462 0.4 -0.9 1.0 -0.68
C -16.45639 3.31061 -17.44745 -0.2 -1.1 0.6 -0.31
H -15.04819 2.14435 -20.07403 0.6 0.3 -0.1 0.41
H -15.03867 0.07629 -18.87812 -0.2 -0.1 0.0 0.46
H -16.08666 -0.07407 -16.64757 -0.6 0.3 0.6 0.49
H -17.10951 2.11425 -15.74106 -0.4 0.5 0.0 0.39
H -16.91017 4.25113 -17.17192 0.1 0.1 0.5 0.44
N -4.46011 3.24634 -15.13696 -1.0 0.9 -0.5 -0.61
C -5.18787 3.94838 -14.23871 0.1 -0.3 0.2 -0.59
C -6.44349 4.50620 -14.43496 0.1 0.5 -2.2 -0.29
C -6.95847 4.50235 -15.75964 0.9 -1.6 0.5 0.62
C -6.21882 3.79790 -16.73848 0.1 0.6 1.3 -0.70
C -4.99123 3.21373 -16.37380 -0.8 0.1 0.4 -0.52
H -4.76489 4.09070 -13.25523 0.3 -0.3 0.1 0.41
H -6.94708 5.06318 -13.65871 0.0 -0.1 0.2 0.37
H -7.95653 4.85832 -15.96834 0.0 0.3 -0.1 0.46
H -6.56961 3.70161 -17.75538 -0.1 0.1 -0.1 0.50
H -4.47866 2.65159 -17.14039 0.4 -0.1 0.1 0.38
N -8.97778 2.15590 -14.12912 0.4 -0.1 1.4 0.21
C -8.49252 1.21118 -14.93984 1.4 -0.2 0.4 -0.20
C -7.46840 0.33232 -14.55962 0.0 0.5 1.8 -1.03
C -7.02122 0.37535 -13.19942 -0.2 -0.6 -2.0 -0.21
C -7.57307 1.27798 -12.33196 -0.1 0.6 -0.5 -0.75
C -8.49845 2.17892 -12.85307 -0.1 0.0 -0.9 -0.22
H -8.76822 1.23539 -15.98378 -0.5 0.0 -0.1 0.68
H -6.98542 -0.31113 -15.28011 -0.1 -0.1 0.0 0.42
H -6.21654 -0.25409 -12.84914 0.1 -0.2 -0.2 0.36
H -7.15126 1.38114 -11.34310 -0.3 0.1 0.2 0.42
H -8.76478 3.02197 -12.23279 -0.6 0.1 0.0 0.34
N -10.81581 10.95088 -20.16316 1.6 -1.7 -0.3 -0.30
C -10.00830 9.90191 -19.66605 -1.5 3.4 -1.0 -0.09
C -8.67549 10.08765 -19.38896 0.9 -0.8 -0.5 0.01
C -8.00172 11.27114 -19.67617 -2.6 1.1 -0.4 -0.73
C -8.83917 12.27050 -20.26876 2.5 -0.4 0.2 -0.30
C -10.15814 12.06976 -20.57165 -0.8 -1.8 1.6 -0.40
H -10.43515 8.92467 -19.49513 -0.5 0.1 0.1 0.28
H -8.17058 9.17877 -19.09673 0.4 0.3 0.4 0.30
H -6.97107 11.46578 -19.41871 0.0 -0.1 -0.1 0.46
H -8.40708 13.21731 -20.55730 0.2 0.1 0.0 0.34
H -10.71352 12.86399 -21.04824 -0.3 -0.1 0.0 0.38
N -10.91898 6.37043 -16.67165 0.8 -1.0 1.2 1.09
C -11.86058 6.25080 -17.60565 0.5 0.5 0.5 -0.77
C -12.78570 5.25835 -17.63281 -0.8 -3.3 1.8 -0.57
C -12.62365 4.19692 -16.68528 1.0 1.2 0.2 -0.62
C -11.55191 4.24756 -15.74296 -2.3 -0.5 -1.3 -0.48
C -10.77943 5.36281 -15.72482 0.0 1.4 -1.8 -0.87
H -11.96524 6.97395 -18.40095 0.5 0.7 0.1 0.32
H -13.63852 5.23891 -18.29516 0.1 0.0 -0.3 0.74
H -13.27654 3.34336 -16.57773 -0.4 0.0 -0.5 0.34
H -11.44983 3.44091 -15.03212 0.3 0.0 0.1 0.54
H -10.00584 5.39280 -14.97179 0.3 0.7 -0.1 0.21
N -6.82134 7.19328 -18.20054 1.1 -1.3 -0.3 -0.48
C -5.97408 6.70276 -19.19068 -1.8 1.6 1.6 -0.78
C -6.47756 6.14323 -20.31987 -1.2 -0.6 -0.5 -0.41
C -7.89651 5.92782 -20.42999 2.2 0.7 -0.6 -0.70
C -8.69520 6.32523 -19.40003 -0.5 -0.5 -0.5 0.11
C -8.11601 6.91996 -18.29263 0.6 0.2 0.1 -0.49
H -4.92454 6.92565 -19.06750 0.1 -0.1 0.1 0.46
H -5.77576 5.93468 -21.11384 -0.2 -0.3 -0.2 0.48
H -8.29123 5.59230 -21.37763 -0.2 -0.3 0.1 0.48
H -9.76262 6.19548 -19.50088 -0.1 0.0 0.3 0.31
H -8.76111 7.20152 -17.47351 0.0 0.3 0.2 1.04
N -11.28791 5.27145 -9.81600 0.2 0.6 -1.3 -0.62
C -12.44299 5.78530 -10.27299 0.3 -0.1 -0.5 -0.28
C -12.59266 6.43688 -11.48930 0.6 0.7 -1.0 -0.65
C -11.52176 6.62336 -12.40440 -0.4 -1.4 2.6 -0.21
C -10.32645 6.03393 -11.95035 -0.2 0.0 0.2 -0.01
C -10.24434 5.42227 -10.66996 -1.3 0.3 -0.3 -0.55
H -13.35351 5.66078 -9.70567 0.1 -0.1 0.5 0.36
H -13.55868 6.85782 -11.72601 -0.2 0.0 0.0 0.39
H -11.70456 7.16512 -13.32063 0.4 -0.1 -0.2 0.73
H -9.44203 6.05247 -12.56991 0.2 0.1 0.0 0.41
H -9.31484 5.01060 -10.30531 0.2 0.0 -0.2 0.43
N -14.96202 7.11919 -21.86115 1.0 0.5 0.1 -0.62
C -14.00940 8.03431 -22.23697 -1.2 -0.9 1.3 -0.43
C -13.36867 8.83881 -21.31551 -0.1 -0.1 0.5 -0.44
C -13.67916 8.71847 -19.95988 0.1 -0.7 -0.9 -0.43
C -14.54930 7.68949 -19.56082 0.2 1.2 0.2 0.27
C -15.18911 6.93997 -20.53231 0.6 0.6 -1.7 -0.44
H -13.76312 8.17399 -23.27920 -0.3 -0.4 -0.3 0.39
H -12.62454 9.56931 -21.59666 0.0 0.1 -0.2 0.42
H -13.15319 9.43785 -19.34976 -0.2 -0.2 0.7 0.58
H -14.82500 7.56882 -18.52360 0.1 -0.1 0.2 0.37
H -15.92770 6.19658 -20.27107 0.0 -0.1 0.0 0.36
N -11.50530 0.13887 -17.06890 0.0 -0.1 0.6 -0.32
C -11.89736 0.33119 -15.78517 -0.4 -0.9 -0.5 0.14
C -12.96594 -0.33475 -15.16227 0.7 -0.5 -2.3 -0.64
C -13.64284 -1.20640 -16.02438 -0.7 0.2 0.0 -0.50
C -13.32822 -1.33444 -17.39892 0.0 -0.2 1.3 -0.55
C -12.19599 -0.72189 -17.86385 0.3 1.5 1.4 -0.45
H -11.35565 0.95510 -15.08970 0.7 0.6 -0.6 0.40
H -13.13377 -0.15971 -14.10985 -0.4 -0.3 0.0 0.60
H -14.49665 -1.75266 -15.65154 -0.1 -0.2 0.1 0.45
H -13.91880 -1.91704 -18.09043 -0.1 -0.3 0.3 0.56
H -11.86184 -0.86438 -18.88092 0.2 0.2 -0.1 0.36
N -16.09281 2.42500 -11.85270 1.3 1.5 -1.9 -0.59
C -16.33591 3.80789 -11.96495 0.6 -2.8 -0.7 -0.53
C -15.80882 4.59760 -12.97663 0.6 -1.0 0.1 -0.55
C -14.94575 4.00179 -13.93679 -0.7 0.0 1.1 0.27
C -14.69229 2.62839 -13.88662 -0.5 0.7 1.5 0.26
C -15.24891 1.87470 -12.80178 -1.2 2.2 0.2 -0.32
H -17.02920 4.20440 -11.23795 0.1 0.0 0.1 0.41
H -16.04262 5.65152 -12.94534 0.1 0.1 -0.3 0.25
H -14.46045 4.64014 -14.66023 0.0 -0.1 -0.3 0.44
H -14.00298 2.23083 -14.61682 -0.1 -0.5 0.1 -0.01
H -15.05809 0.81552 -12.71161 0.0 -0.1 0.1 0.33